Below is an isolated ion of composition C8H13FNO4 and charge +1, with properties calculated with wB97M-V/def2-TZVPD.

Structure (XYZ):
```
27
Properties=species:S:1:pos:R:3
C 0.08273 0.45744 -1.56440
C 0.05309 -1.64028 0.72678
C 0.05479 -0.42021 1.68864
C 1.21391 -1.31143 -0.25464
C 0.34802 0.80487 0.66211
C 1.19055 -2.17267 -1.50746
C -1.56866 3.77074 -0.52084
C -0.92953 1.60837 0.01530
N -0.92415 1.12153 -1.39704
O 1.00067 0.17620 -0.47305
O -1.15324 -1.74093 -0.03517
O 1.07414 -0.58344 2.58357
O -0.66329 2.96325 0.21580
F -2.06659 1.25361 0.59313
H 0.19259 -0.17142 -2.45622
H 0.06519 -2.58428 1.31726
H -1.06267 -0.48758 2.13484
H 2.02833 -1.40823 0.41152
H 1.01670 1.63194 1.03555
H 0.18426 -1.99865 -2.01565
H 1.19223 -3.22307 -1.25981
H 1.90287 -1.89504 -2.27607
H -2.13825 3.19752 -1.10512
H -1.01529 4.56890 -1.04400
H -2.08513 4.36862 0.26059
H -1.84018 -1.91996 0.67881
H 0.92983 -0.00788 3.38287
```

Computed properties:
* energy relative to the best compared isomer or geometry (same formula, charge and spin): 155.45 kJ/mol
* LUMO energy: -0.1160 hartree
* E_HOMO: -0.527 hartree
* net charge: +1

Here are the Löwdin charges for atoms 1 to 4, given in e: atom 1 (C): -0.062, atom 2 (C): -0.256, atom 3 (C): -0.262, atom 4 (C): -0.138